Record 1
70
Properties=species:S:1:pos:R:3 method="wB97M-V/def2-TZVPD" orbital_gap_ev="8.02 / 6.09" s2=2.016 multiplicity=3 e_lumo_ev="-1.68 / -4.60" total_charge=+1
Pd 0.10 0.10 0.06
C -1.79 -1.16 -2.36
P -0.20 -0.19 -2.24
C -0.51 1.20 -3.37
C -1.36 2.20 -2.90
C -1.65 3.30 -3.69
C -1.08 3.42 -4.95
C -0.23 2.43 -5.42
C 0.06 1.32 -4.64
C 1.09 -1.20 -3.01
C 2.34 -0.59 -3.15
C 3.42 -1.31 -3.65
C 3.26 -2.64 -4.00
C 2.03 -3.26 -3.84
C 0.95 -2.54 -3.35
C -2.18 -1.74 -1.05
C -3.33 -2.56 -0.70
C -3.30 -2.68 0.65
C -2.14 -1.94 1.10
C -1.63 -1.69 2.48
P -0.37 -0.32 2.48
C -1.34 1.13 1.91
C -0.60 2.15 1.30
C -1.26 3.23 0.70
C -2.64 3.29 0.71
C -3.38 2.28 1.33
C -2.73 1.21 1.93
C -0.09 -0.02 4.25
C 0.79 -0.88 4.92
C 1.05 -0.70 6.27
C 0.46 0.36 6.96
C -0.40 1.22 6.30
C -0.68 1.03 4.95
N -1.49 -1.42 0.05
H -1.76 -1.91 -3.15
H -2.56 -0.44 -2.66
H -1.78 2.12 -1.90
H -2.32 4.07 -3.32
H -1.30 4.28 -5.57
H 0.22 2.52 -6.40
H 0.71 0.55 -5.02
H 2.47 0.44 -2.85
H 4.38 -0.82 -3.77
H 4.10 -3.20 -4.39
H 1.91 -4.30 -4.11
H 0.00 -3.05 -3.24
H -4.06 -2.97 -1.38
H -4.00 -3.22 1.28
H -1.12 -2.58 2.85
H -2.45 -1.50 3.17
H 0.48 2.18 1.39
H -0.68 4.01 0.24
H -3.15 4.12 0.25
H -4.46 2.35 1.36
H -3.33 0.44 2.41
H 1.26 -1.69 4.39
H 1.73 -1.37 6.79
H 0.68 0.51 8.01
H -0.86 2.04 6.83
H -1.35 1.71 4.44
C 3.01 -1.76 0.31
C 3.22 -0.30 0.60
C 4.39 0.07 1.46
O 2.47 0.57 0.19
H 3.72 -2.05 -0.48
H 2.00 -1.96 -0.03
H 3.24 -2.37 1.19
H 5.21 -0.66 1.38
H 4.05 0.07 2.50
H 4.74 1.07 1.22

Record 2
95
Properties=species:S:1:pos:R:3 method="wB97M-V/def2-TZVPD" orbital_gap_ev=8.69 e_lumo_ev=0.18
C -1.33 -2.95 3.92
C -0.49 -1.88 3.20
C -1.15 -1.50 1.88
C -0.43 -0.43 1.04
C -1.27 0.86 0.94
C -2.76 0.72 0.56
C -3.64 1.66 1.39
C -5.04 1.75 0.81
O -5.65 0.47 0.78
C -6.03 -0.03 -0.49
O 0.84 -0.12 1.73
S 1.77 1.05 1.24
O 1.28 2.30 1.75
O 3.10 0.63 1.59
C 1.70 1.07 -0.59
C 1.43 2.53 -1.00
C 2.58 3.54 -0.80
C 3.40 3.93 -2.03
F 4.76 3.59 -1.84
P 3.35 0.52 -1.28
N 3.36 0.60 -2.84
C 0.64 0.11 -1.22
C 0.05 -0.99 -0.33
S 1.19 -2.40 -0.08
Br -1.41 -1.75 -1.37
H -1.84 -2.56 4.81
H -0.72 -3.81 4.19
H -2.11 -3.33 3.25
H 0.49 -2.33 2.99
H -0.38 -1.01 3.84
H -2.15 -1.14 2.14
H -1.23 -2.42 1.30
H -1.20 1.32 1.93
H -0.82 1.56 0.24
H -2.87 1.01 -0.49
H -3.13 -0.30 0.62
H -3.73 1.29 2.42
H -3.21 2.67 1.37
H -5.02 2.20 -0.19
H -5.66 2.40 1.44
H -5.37 0.36 -1.29
H -7.07 0.23 -0.73
H -5.93 -1.11 -0.48
H 0.60 2.91 -0.41
H 1.08 2.54 -2.04
H 2.11 4.45 -0.42
H 3.27 3.20 -0.02
H 3.08 3.41 -2.94
H 3.38 5.01 -2.19
H 3.54 -0.76 -0.78
H 4.33 1.30 -0.66
H 2.49 0.95 -3.23
H 1.13 -0.40 -2.06
H -0.17 0.70 -1.66
H 1.98 -1.80 0.82
Br 0.60 2.48 -4.32
C 0.05 1.87 -6.09
C -0.16 0.38 -6.11
Br 1.52 -0.60 -6.01
H 0.84 2.18 -6.77
H -0.87 2.39 -6.32
H -0.64 0.08 -7.04
H -0.75 0.03 -5.26
Br -3.12 0.46 5.07
C -4.79 1.23 5.68
C -5.56 1.87 4.56
Br -4.80 3.58 4.03
H -4.53 1.94 6.47
H -5.35 0.41 6.11
H -6.58 2.09 4.89
H -5.59 1.25 3.68
Br 0.68 -3.62 -3.35
C 1.88 -4.75 -4.38
C 3.19 -4.96 -3.65
Br 4.34 -3.40 -3.67
H 2.01 -4.26 -5.34
H 1.37 -5.70 -4.51
H 3.76 -5.76 -4.13
H 3.03 -5.20 -2.61
Br 8.78 1.03 -6.45
C 7.60 2.48 -5.91
C 6.62 2.06 -4.85
Br 5.18 0.96 -5.57
H 7.10 2.82 -6.82
H 8.25 3.26 -5.53
H 6.13 2.93 -4.42
H 7.09 1.48 -4.07
Br -1.52 -5.43 6.43
C -0.95 -3.95 7.54
C -1.90 -3.70 8.67
Br -3.51 -2.83 8.00
H -0.86 -3.09 6.89
H 0.03 -4.23 7.92
H -1.47 -3.01 9.39
H -2.22 -4.61 9.17

Record 3
229
Properties=species:S:1:pos:R:3 method="wB97M-V/def2-TZVPD" orbital_gap_ev=9.68 e_lumo_ev=0.71
C 24.36 15.57 23.87
C 22.99 14.97 23.57
C 22.33 14.40 24.81
O 21.32 13.40 24.58
C 20.60 13.05 25.80
N 22.10 16.05 23.01
H 24.94 15.03 24.63
H 24.23 16.58 24.27
H 24.90 15.68 22.88
H 23.03 14.12 22.81
H 22.10 15.25 25.46
H 23.18 13.88 25.26
H 19.94 13.83 26.13
H 21.34 12.93 26.59
H 20.12 12.09 25.51
H 21.32 15.40 22.57
H 22.71 16.58 22.39
C 17.27 14.20 12.22
C 16.91 15.02 13.48
C 18.18 15.14 14.42
O 17.87 16.18 15.36
C 18.94 16.52 16.22
N 16.34 16.29 13.13
H 17.88 14.83 11.60
H 16.44 13.96 11.62
H 17.82 13.30 12.41
H 16.20 14.49 14.08
H 19.11 15.45 13.88
H 18.37 14.20 14.93
H 19.28 15.71 16.89
H 18.50 17.35 16.81
H 19.83 16.92 15.67
H 16.32 16.72 14.01
H 17.04 16.76 12.46
C 11.64 13.64 16.65
C 12.74 14.03 15.73
O 13.01 15.50 15.89
C 14.07 15.90 15.05
C 13.94 17.42 14.94
H 10.74 14.12 16.28
H 11.47 12.56 16.53
H 11.93 14.02 17.63
H 13.67 13.39 15.88
H 12.54 13.96 14.67
H 15.01 15.66 15.60
H 14.03 15.40 14.04
H 14.75 17.83 14.40
H 13.97 17.76 15.97
H 12.99 17.72 14.43
C 21.80 20.89 20.78
C 20.47 20.37 21.25
O 19.43 20.76 20.35
C 19.31 20.15 19.08
C 18.00 20.55 18.54
H 22.66 20.60 21.43
H 22.11 20.54 19.76
H 21.80 21.96 20.87
H 20.51 19.27 21.23
H 20.15 20.66 22.23
H 20.24 20.45 18.47
H 19.35 19.05 19.17
H 17.67 20.03 17.59
H 17.89 21.59 18.36
H 17.18 20.28 19.32
C 17.14 20.56 23.30
C 16.20 21.62 23.89
O 14.90 21.06 24.07
C 13.95 22.07 24.52
C 12.57 21.51 24.51
H 17.00 19.57 23.79
H 16.93 20.36 22.21
H 18.22 20.84 23.35
H 16.64 21.91 24.83
H 16.08 22.49 23.26
H 14.24 22.37 25.51
H 14.18 22.94 23.85
H 12.18 21.38 23.54
H 11.93 22.31 24.94
H 12.47 20.64 25.19
C 19.29 11.44 16.02
C 17.80 11.31 16.39
O 17.40 12.55 16.90
C 16.14 12.64 17.54
C 15.83 13.90 18.31
H 19.63 10.54 15.54
H 19.57 12.20 15.29
H 19.85 11.64 16.97
H 17.18 10.98 15.60
H 17.74 10.53 17.17
H 15.37 12.40 16.83
H 16.05 11.76 18.21
H 15.89 14.80 17.75
H 16.48 14.04 19.16
H 14.81 13.87 18.67
C 16.03 13.17 26.78
C 17.13 14.28 26.76
O 17.51 14.83 25.49
C 18.40 15.91 25.70
C 19.07 16.34 24.42
H 16.48 12.33 26.21
H 15.86 12.78 27.82
H 15.07 13.50 26.50
H 16.69 15.12 27.35
H 18.00 13.88 27.33
H 17.90 16.74 26.14
H 19.20 15.65 26.39
H 19.52 15.54 23.96
H 19.84 17.05 24.73
H 18.41 16.77 23.73
C 22.65 13.29 20.19
C 21.18 13.21 20.63
O 20.60 14.50 20.44
C 19.21 14.48 20.62
C 18.69 15.93 20.47
H 23.26 12.57 20.75
H 22.78 13.11 19.14
H 22.98 14.30 20.39
H 20.65 12.46 20.07
H 20.98 13.00 21.65
H 18.79 13.77 19.90
H 18.98 14.11 21.62
H 19.21 16.39 19.59
H 19.09 16.43 21.38
H 17.64 15.99 20.36
C 10.48 21.08 19.32
C 11.94 20.74 19.28
O 12.79 21.83 19.72
C 14.16 21.41 19.86
C 14.95 22.48 20.54
H 10.30 21.51 20.32
H 10.23 21.84 18.66
H 9.84 20.19 19.13
H 12.13 19.97 20.03
H 12.15 20.41 18.23
H 14.20 20.53 20.52
H 14.58 21.15 18.83
H 14.68 23.50 20.31
H 16.01 22.30 20.29
H 14.71 22.38 21.62
C 13.04 11.98 20.70
C 12.12 12.81 21.54
O 12.42 12.59 22.88
C 11.85 13.54 23.76
C 12.39 13.07 25.13
H 12.77 10.90 20.74
H 12.98 12.29 19.60
H 14.08 12.19 20.97
H 12.29 13.90 21.21
H 11.03 12.57 21.42
H 12.21 14.55 23.52
H 10.79 13.53 23.78
H 12.00 12.10 25.47
H 12.11 13.78 25.90
H 13.45 13.13 25.11
C 14.27 16.16 29.58
C 13.58 16.26 28.23
O 14.65 16.31 27.29
C 14.16 16.40 25.99
C 13.28 17.64 25.66
H 13.57 16.38 30.41
H 14.63 15.09 29.65
H 15.07 16.91 29.55
H 12.88 15.42 28.04
H 13.00 17.19 28.08
H 15.07 16.37 25.42
H 13.62 15.46 25.79
H 13.79 18.54 26.02
H 12.30 17.47 26.03
H 13.31 17.57 24.59
C 17.88 11.49 23.27
C 18.69 10.56 22.34
O 19.92 10.30 22.92
C 20.97 9.69 22.21
C 22.04 9.15 23.12
H 18.33 12.49 23.26
H 16.83 11.65 22.91
H 17.97 11.08 24.24
H 18.17 9.56 22.24
H 18.82 11.02 21.37
H 20.61 8.99 21.49
H 21.21 10.56 21.51
H 22.84 8.80 22.55
H 21.56 8.35 23.65
H 22.43 9.91 23.83
C 14.59 20.36 11.73
C 15.70 21.00 12.51
O 16.52 20.08 13.14
C 17.52 20.49 14.05
C 18.36 19.26 14.34
H 13.96 21.29 11.54
H 14.88 19.85 10.77
H 13.84 19.74 12.28
H 16.31 21.74 11.85
H 15.17 21.61 13.27
H 18.15 21.35 13.68
H 17.14 20.88 15.06
H 19.16 19.44 15.03
H 18.80 18.78 13.47
H 17.73 18.48 14.79
C 9.25 17.73 23.79
C 10.06 18.55 22.80
O 10.81 17.87 21.79
C 10.05 17.53 20.64
C 11.06 17.19 19.58
H 9.87 17.27 24.50
H 8.50 18.26 24.41
H 8.72 16.97 23.23
H 9.32 19.21 22.25
H 10.84 19.20 23.25
H 9.35 16.66 20.80
H 9.41 18.35 20.27
H 11.73 18.05 19.39
H 10.55 17.02 18.62
H 11.73 16.30 19.81
C 14.95 17.97 18.56
C 15.26 17.90 20.00
O 15.28 16.59 20.47
C 15.46 16.35 21.84
C 15.37 14.90 22.13
H 15.04 19.00 18.19
H 15.70 17.43 17.94
H 13.96 17.55 18.33
H 16.19 18.43 20.22
H 14.46 18.43 20.51
H 16.46 16.71 22.21
H 14.68 16.89 22.44
H 16.35 14.44 22.04
H 14.52 14.48 21.55
H 15.09 14.78 23.20

Record 4
13
Properties=species:S:1:pos:R:3 method="wB97M-V/def2-TZVPD" orbital_gap_ev=4.36 e_lumo_ev=10.26 total_charge=-4
Zr -0.52 0.70 -0.21
C 0.21 -1.95 1.89
O -0.14 -2.04 3.15
O 1.53 -2.07 1.91
O -0.18 -0.91 1.18
C 1.52 0.12 -2.04
O 1.09 1.27 -1.55
O 0.62 -0.64 -1.45
O 1.47 -0.04 -3.31
Cl -2.55 1.33 1.78
Cl -2.55 -0.90 -1.26
Cl 0.98 2.12 1.40
Cl -1.47 3.00 -1.49

Record 5
27
Properties=species:S:1:pos:R:3 method="wB97M-V/def2-TZVPD" orbital_gap_ev=10.43 de_lowest_kcal_mol=68.0 e_lumo_ev=0.27
C 1.21 0.96 4.21
O 2.01 2.04 3.81
H 0.21 1.25 4.53
H 1.18 0.20 3.43
H 1.58 0.41 5.08
H 1.66 2.92 4.00
C -1.47 0.95 -3.06
O -1.03 0.42 -1.82
H -2.22 0.26 -3.45
H -2.11 1.83 -2.92
H -0.70 1.00 -3.83
H -0.22 0.93 -1.76
C -0.34 -5.67 -1.52
O 0.45 -4.53 -1.83
H -1.11 -5.65 -0.74
H -0.72 -5.90 -2.51
H 0.30 -6.51 -1.27
H 0.09 -3.67 -1.59
O -4.48 -1.40 0.82
H -4.18 -2.24 1.18
H -3.69 -0.98 0.49
O 3.27 2.14 -0.72
H 3.43 1.95 0.20
H 4.11 2.44 -1.05
O 0.80 5.60 0.47
H 0.73 6.33 -0.14
H 1.25 4.91 -0.01

In a.u., the energy values for the records above are, in order, -2217.08317 -30889.96994 -3614.92546 -2415.31272 -576.43631.